Entry 1:
The following is a quantum chemistry calculation of C11H15MgO8P as an isolated structure, from the OMol25 dataset.

```
36
Properties=species:S:1:pos:R:3:forces:R:3:lowdin_charge:R:1
O -1.80041 -3.51029 0.77525 -0.777 2.486 -1.302 0.27
C -2.01927 -2.50933 0.28470 1.210 -5.511 2.670 0.03
Mg -2.36061 -0.75233 -0.55858 1.893 0.599 0.125 -0.09
O -5.31109 -1.78590 -1.24137 2.762 0.983 0.626 0.28
C -4.26432 -1.41670 -0.99905 -5.171 -1.832 -1.162 0.05
C -2.82774 0.95784 -1.42978 -1.266 5.453 -2.579 0.02
O -3.07545 1.94672 -1.93039 0.561 -2.440 1.158 0.27
C -1.77245 -1.48168 -2.30177 2.060 -2.190 -5.219 0.03
O -1.41279 -1.88946 -3.29629 -0.821 0.963 2.309 0.28
C -3.06833 -0.06593 1.15705 -1.951 2.438 5.692 0.05
O -3.44979 0.33580 2.14917 1.004 -1.089 -2.679 0.29
C 0.87308 3.74793 -0.62181 0.121 -0.031 -0.497 -0.04
C -0.05993 2.67144 -1.10524 0.477 -0.112 -0.135 -0.36
O -0.54250 1.92567 -0.01158 1.058 -2.632 0.523 -0.35
P 0.06232 0.23482 -0.03877 -0.093 0.826 2.173 1.09
O 0.65760 0.48529 1.47036 -0.408 -0.923 -2.371 -0.29
C 2.04116 1.05344 1.51783 -0.152 0.007 -0.405 -0.19
C 2.87716 0.66497 0.32197 0.741 -0.064 0.188 -0.08
O 0.52309 -1.48046 -0.23377 -0.932 2.645 1.283 -0.35
C 0.86692 -2.12567 1.03965 1.399 0.101 -0.954 -0.31
C 1.32949 -3.50084 0.71779 0.336 -0.103 0.888 -0.05
H 0.37706 4.36179 0.11540 -0.077 0.168 0.207 0.10
H 1.12055 4.35215 -1.48515 0.223 0.340 -0.084 0.10
H 1.79729 3.34633 -0.21210 -0.001 -0.012 0.020 0.07
H -0.93587 3.06681 -1.53444 -0.804 0.983 -1.028 0.08
H 0.44348 2.00827 -1.83705 -0.106 0.211 -0.039 0.11
H 1.99942 2.13219 1.63805 -0.426 0.006 -0.001 0.12
H 2.44464 0.62202 2.40146 0.312 -0.274 0.795 0.12
H 2.56075 1.11534 -0.62123 -0.170 0.138 -0.077 0.07
H 3.90175 1.02732 0.51093 -0.336 -0.031 -0.142 0.12
H 2.96790 -0.41435 0.18182 -0.097 0.078 0.045 0.08
H 0.00466 -2.07315 1.68182 -0.183 -0.029 0.456 0.09
H 1.67831 -1.54742 1.48880 -0.271 -0.264 0.107 0.11
H 2.23627 -3.45978 0.12939 0.149 -0.066 -0.170 0.10
H 1.55488 -3.97417 1.67258 0.082 -0.350 -0.079 0.11
H 0.58274 -4.06867 0.20436 -0.347 -0.473 -0.341 0.07
```
Forces are in eV/Å.

The relative energy (zero: lowest compared OMol25 entry of this formula, charge and spin) is 486.17 kJ/mol. As for the total energy: -1570.78201 Eh. As for the gap between HOMO and LUMO (alpha / beta): 6.72 / 6.72 eV. As for the total charge: +2. Its HOMO energy (alpha / beta) is -16.04 / -16.04 eV.

=====

Entry 2:
The following is a quantum chemistry calculation of a 2-piece molecular cluster, C11H15N overall, from the OMol25 dataset.

```
27
Properties=species:S:1:pos:R:3:forces:R:3:lowdin_charge:R:1
C -3.57303 -1.64141 -2.86850 -1.233 0.681 1.770 -0.18
C -2.72810 -1.34526 -1.62912 2.192 -0.428 -0.740 -0.19
H -3.77497 -0.69305 -3.37988 -0.048 -0.543 -0.438 0.06
H -3.23582 -2.47100 -3.48084 0.399 0.336 -0.251 0.05
H -4.50750 -1.98978 -2.38910 -0.098 0.114 -0.796 0.06
H -3.18246 -0.76865 -0.83566 -0.601 -0.337 0.165 0.06
H -1.81421 -0.76829 -1.82832 -0.180 0.021 -0.381 0.06
H -2.29549 -2.29916 -1.30859 -0.398 0.178 0.701 0.06
C 2.15052 2.12489 -1.20343 -1.656 1.197 -0.711 -0.08
C 0.46808 0.45000 1.67099 -0.836 0.039 0.493 -0.24
C 1.50785 0.46971 0.70651 -1.717 2.045 0.172 -0.19
C 1.26366 1.64527 -0.09673 1.260 -1.021 -0.087 -0.29
C 0.16022 2.24848 0.38696 -1.680 1.587 -0.198 -0.18
C 1.43371 -1.40890 2.80109 0.333 -0.902 -0.027 -0.20
C 0.34077 -0.49874 2.72038 -0.030 1.591 -1.346 -0.11
C 2.48519 -1.37291 1.88341 -0.451 0.908 0.768 -0.20
C 2.58578 -0.40280 0.87586 1.090 -1.211 -0.189 -0.13
N -0.40337 1.54043 1.43223 1.811 -1.543 -0.734 0.04
H 1.48717 -2.21306 3.52926 -0.219 0.170 0.215 0.06
H -0.55906 -0.26984 3.27914 0.234 -1.006 0.828 0.05
H 3.36968 -1.94742 2.08798 0.122 -0.635 -0.008 0.06
H 3.46505 -0.42484 0.24047 -0.130 0.202 -0.145 0.06
H -1.10933 1.96775 1.98821 -0.098 -0.392 0.584 0.11
H -0.46309 3.03844 -0.00964 0.341 0.233 -0.286 0.08
H 3.14680 1.71629 -1.08481 0.113 0.006 -0.636 0.06
H 2.14021 3.21886 -1.29142 0.777 0.298 1.165 0.05
H 1.64176 2.09499 -2.19641 0.704 -1.589 0.113 0.07
```
Forces are in eV/Å.

The relative energy (zero: lowest compared OMol25 entry of this formula, charge and spin) is 114.26 kJ/mol. As for the total energy: -482.82657 Eh. Its multiplicity is 2. As for the gap between HOMO and LUMO (alpha / beta): 2.49 / 6.14 eV. As for the total charge: -1. Its HOMO energy (alpha / beta) is 0.85 / -2.84 eV. The expectation value of S² is 0.77.

=====

Entry 3:
The following is a quantum chemistry calculation of a 2-piece molecular cluster, C11H15N overall, from the OMol25 dataset.

```
27
Properties=species:S:1:pos:R:3:forces:R:3:lowdin_charge:R:1
C -1.55186 -0.90307 2.44133 0.866 -0.262 -0.035 -0.04
C -0.07733 -0.76377 2.12612 -0.715 1.440 0.219 -0.23
C 0.83625 -0.15242 2.92356 -0.350 -0.933 -0.646 -0.06
N 2.06421 -0.02677 2.25116 -0.767 0.316 0.307 0.06
C 1.83280 -0.40828 0.93435 0.080 -0.107 -0.381 -0.22
C 2.75712 -0.53179 -0.09940 -0.377 0.374 0.108 -0.02
C 2.26696 -1.04452 -1.27063 -0.242 -0.582 -1.584 -0.11
C 0.92423 -1.37645 -1.49031 -0.820 -0.072 1.473 -0.09
C 0.01403 -1.34454 -0.41487 1.441 -0.378 -0.781 -0.03
C 0.49735 -0.84407 0.79476 0.118 -0.647 0.775 -0.15
H -1.91746 -1.72089 1.82098 -0.563 0.145 0.187 0.07
H -2.06794 0.03766 2.25463 -0.138 -0.096 -0.468 0.08
H -1.73358 -1.10137 3.49547 0.107 -0.343 0.032 0.07
H 0.65969 0.15686 3.93994 0.413 0.117 0.096 0.12
H 2.49737 0.86463 2.36876 0.756 0.313 0.228 0.14
H 3.78231 -0.18886 -0.06585 0.071 -0.252 0.397 0.11
H 2.93122 -1.34546 -2.07641 0.208 0.616 0.015 0.10
H 0.55725 -1.72744 -2.44371 0.319 -0.202 -0.102 0.10
H -0.89507 -1.92099 -0.51921 -0.425 0.574 0.130 0.11
C -2.00029 1.81676 -1.43920 0.954 -0.604 0.928 -0.16
C -1.38556 1.78223 -2.84070 0.114 0.039 0.016 -0.16
H -1.89530 2.77857 -0.93616 -0.429 0.308 -0.441 0.06
H -3.02220 1.45446 -1.38596 -0.151 0.216 -0.088 0.06
H -1.41854 1.20134 -0.73757 -0.182 -0.337 -0.321 0.04
H -1.99507 1.24324 -3.56146 -0.358 0.234 -0.052 0.06
H -1.23161 2.80973 -3.16495 0.015 -0.108 -0.420 0.06
H -0.42897 1.25520 -2.90466 0.053 0.234 0.405 0.05
```
Forces are in eV/Å.

Its SMILES is Cc1c[nH]c2ccccc12.CC. The relative energy (zero: lowest compared OMol25 entry of this formula, charge and spin) is 81.69 kJ/mol. As for the total energy: -482.88406 Eh. As for the gap between HOMO and LUMO: 8.93 eV. As for the total charge: 0. Its HOMO energy is -7.99 eV.

=====

Entry 4:
The following is a quantum chemistry calculation of a 2-piece molecular cluster, C11H15N overall, from the OMol25 dataset.

```
27
Properties=species:S:1:pos:R:3:forces:R:3:lowdin_charge:R:1
C 0.60155 0.39736 -2.80722 0.448 -0.291 0.045 -0.04
C 0.46880 -0.38722 -1.54116 -0.241 0.742 -0.614 -0.23
C 1.47204 -0.80278 -0.74032 0.628 -0.615 1.053 -0.08
N 0.96035 -1.49443 0.34499 -0.488 -0.012 0.285 0.07
C -0.40273 -1.52848 0.23443 -0.459 -0.493 -0.846 -0.22
C -1.35347 -2.25752 0.95782 0.733 0.348 0.819 -0.04
C -2.67350 -2.22647 0.58531 0.321 0.420 -0.113 -0.10
C -3.06492 -1.41937 -0.51103 0.142 -0.227 1.056 -0.10
C -2.11813 -0.74040 -1.23146 0.057 0.801 -0.854 -0.04
C -0.75039 -0.82312 -0.93361 -0.384 -0.757 0.736 -0.14
H 0.82945 -0.24967 -3.65738 -0.573 -0.056 -0.106 0.08
H 1.47865 1.01196 -2.75257 0.487 0.599 0.175 0.06
H -0.24017 1.05606 -2.99645 -0.174 -0.156 -0.143 0.08
H 2.54170 -0.66053 -0.69494 -0.030 0.189 -0.681 0.13
H 1.45121 -2.16516 0.90276 0.346 0.112 0.101 0.15
H -1.01435 -2.67970 1.90207 -0.278 -0.434 -0.199 0.11
H -3.38783 -2.75528 1.20045 -0.187 0.067 -0.120 0.10
H -4.12022 -1.22822 -0.61224 -0.140 -0.109 -0.547 0.09
H -2.40966 -0.06757 -2.03218 -0.193 -0.152 -0.060 0.11
C 2.07471 2.21954 1.33740 0.498 0.571 1.654 -0.15
C 0.84737 2.53166 2.21021 0.587 0.131 -0.217 -0.16
H 2.90622 2.08412 2.04289 0.051 -0.391 -0.282 0.06
H 1.92244 1.31253 0.76618 0.117 0.072 -0.261 0.03
H 2.42160 3.07316 0.76179 -0.413 -0.079 -0.572 0.06
H -0.02781 2.34654 1.64893 -1.186 -0.266 -0.588 0.04
H 0.76612 3.56711 2.53500 0.347 0.060 0.099 0.06
H 0.82098 1.88590 3.08033 -0.016 -0.075 0.181 0.06
```
Forces are in eV/Å.

Its SMILES is Cc1c[nH]c2ccccc12.CC. The relative energy (zero: lowest compared OMol25 entry of this formula, charge and spin) is 51.58 kJ/mol. As for the total energy: -482.89553 Eh. As for the gap between HOMO and LUMO: 8.88 eV. As for the total charge: 0. Its HOMO energy is -7.95 eV.

=====

Entry 5:
The following is a quantum chemistry calculation of a 2-piece molecular cluster, C11H15N overall, from the OMol25 dataset.

```
27
Properties=species:S:1:pos:R:3:forces:R:3:lowdin_charge:R:1
C 1.35342 -3.35177 1.02655 -0.407 -0.151 0.988 -0.06
C 2.07525 -2.10228 0.74751 0.652 1.367 -1.020 -0.24
C 3.40467 -1.79941 0.87489 -0.734 -0.623 -0.430 -0.05
N 3.70555 -0.61456 0.21570 0.278 -0.208 0.513 0.07
C 2.53555 -0.04889 -0.21624 -0.743 -0.029 -0.093 -0.22
C 2.26177 1.18384 -0.80873 0.655 -0.169 0.586 -0.03
C 0.94266 1.56940 -0.89788 0.303 0.580 -0.553 -0.10
C -0.09832 0.77991 -0.42096 0.231 0.142 0.702 -0.10
C 0.17921 -0.46289 0.11583 -0.594 -0.288 -0.636 -0.02
C 1.48863 -0.93387 0.11475 0.342 0.059 0.659 -0.14
H 2.08093 -4.16317 1.08863 -0.375 -0.145 0.394 0.08
H 0.58984 -3.62088 0.29640 0.287 0.194 -0.391 0.08
H 0.76587 -3.19355 1.94564 0.344 -0.598 0.084 0.09
H 4.15773 -2.38975 1.36476 0.288 -0.012 -0.142 0.12
H 4.55605 -0.11157 0.39006 0.006 0.105 -0.166 0.15
H 3.09919 1.84144 -1.01051 -0.212 0.176 -0.333 0.11
H 0.70682 2.53379 -1.33781 0.054 -0.012 0.157 0.10
H -1.04934 1.27731 -0.28959 0.078 -0.426 -0.247 0.07
H -0.61155 -1.08621 0.52153 -0.008 0.077 0.002 0.11
C -3.73729 1.16554 -0.71916 -0.598 -0.177 -0.978 -0.16
C -4.27698 2.44642 -0.12340 -0.410 1.439 -0.455 -0.17
H -4.24687 0.23804 -0.46549 0.236 0.006 1.188 0.07
H -4.00447 1.09117 -1.78070 0.636 0.692 -0.197 0.07
H -2.66781 1.13542 -0.60401 -0.081 -0.651 -0.076 0.01
H -3.57631 3.28986 -0.10041 0.680 -0.545 0.058 0.06
H -4.65127 2.41497 0.90087 -0.315 -0.327 -0.230 0.06
H -4.98294 2.91168 -0.82819 -0.593 -0.475 0.616 0.06
```
Forces are in eV/Å.

Its SMILES is Cc1c[nH]c2ccccc12.CC. The relative energy (zero: lowest compared OMol25 entry of this formula, charge and spin) is 98.14 kJ/mol. As for the total energy: -482.87779 Eh. As for the gap between HOMO and LUMO: 8.76 eV. As for the total charge: 0. Its HOMO energy is -7.81 eV.

=====

Entry 6:
The following is a quantum chemistry calculation of a 2-piece molecular cluster, C11H15N overall, from the OMol25 dataset.

```
27
Properties=species:S:1:pos:R:3:forces:R:3:lowdin_charge:R:1
C -1.28292 2.50541 -2.29317 -1.046 -0.012 -0.440 -0.05
C -1.25123 2.17915 -0.84584 1.864 0.793 0.521 -0.23
C -2.12694 2.41052 0.16603 0.032 0.019 -0.666 -0.06
N -1.55232 2.10611 1.39360 -0.814 0.295 -0.137 0.07
C -0.29247 1.62515 1.15726 0.626 -1.342 -0.080 -0.22
C 0.55948 0.85955 1.99822 -1.207 0.705 -0.083 -0.03
C 1.52705 0.07473 1.43739 0.898 0.535 0.455 -0.11
C 1.83821 0.15640 0.05807 -0.152 0.728 -0.005 -0.10
C 1.12567 1.03447 -0.70662 -0.668 0.837 -0.789 -0.04
C -0.02850 1.69890 -0.22132 -0.579 -0.752 0.907 -0.13
H -1.68074 3.49620 -2.52559 -0.174 -0.037 0.244 0.08
H -1.93373 1.77310 -2.78537 0.307 0.146 -0.377 0.08
H -0.29139 2.50763 -2.73372 0.097 -0.358 -0.002 0.07
H -3.12665 2.78574 0.01438 -0.075 0.044 0.554 0.12
H -2.12380 1.92621 2.21062 0.488 0.066 -0.182 0.15
H 0.37826 0.89822 3.06660 0.163 -0.281 0.026 0.10
H 2.19193 -0.38273 2.15925 0.032 -0.586 -0.328 0.10
H 2.65296 -0.33624 -0.45362 0.198 -0.257 0.543 0.10
H 1.42860 1.29375 -1.71591 0.005 -0.564 -0.166 0.10
C -0.21918 -3.52490 0.39878 0.445 -1.198 -0.287 -0.15
C 1.17773 -3.61764 -0.24343 0.323 0.185 0.095 -0.16
H -0.40069 -2.47951 0.61634 -0.700 0.009 -0.155 0.05
H -0.95669 -4.05212 -0.21115 -0.242 0.758 -0.297 0.06
H -0.31052 -4.10855 1.31848 0.499 0.331 0.268 0.06
H 1.70741 -2.70438 0.02641 0.360 -0.198 0.121 0.03
H 1.21925 -3.63961 -1.33341 -0.571 0.087 -0.064 0.06
H 1.77123 -4.48556 0.04770 -0.110 0.048 0.325 0.06
```
Forces are in eV/Å.

Its SMILES is Cc1c[nH]c2ccccc12.CC. The relative energy (zero: lowest compared OMol25 entry of this formula, charge and spin) is 90.51 kJ/mol. As for the total energy: -482.88070 Eh. As for the gap between HOMO and LUMO: 8.86 eV. As for the total charge: 0. Its HOMO energy is -7.93 eV.